1.
Here is C3H8N2O2 in the gas phase at a distorted geometry from the Open Molecules 2025 dataset. Energies are from the ωB97M-V functional and the def2-TZVPD basis.

Results
Total charge   0
Structure (SMILES)   [H]/N=C/NCOOC
HOMO energy   -0.34225 Eh
Spin multiplicity   1
Orbital gap   9.81 eV
Energy relative to the best compared isomer or geometry (same formula, charge and spin)   143.1 kcal/mol

Cartesian coordinates (Å):
C (0.49158, 1.18523, 0.72517)
C (-2.44297, -0.84134, 0.13478)
N (1.42008, 1.20989, -0.38455)
C (1.63686, -0.17949, -0.64650)
O (-0.13071, -0.07095, 0.60762)
O (-1.44981, 0.01271, -0.32620)
N (2.27994, -0.96686, 0.13860)
H (1.08105, 1.71889, -1.19571)
H (1.05768, 1.11485, 1.65866)
H (-0.20814, 2.03096, 0.68464)
H (2.79906, -1.68039, -0.35796)
H (1.63743, -0.33868, -1.73924)
H (-2.08572, -1.87161, 0.23256)
H (-2.85927, -0.51320, 1.09712)
H (-3.22705, -0.81002, -0.62899)



2.
Here is C36H32Cl3IN4O4PTc as an isolated structure at a distorted geometry from the Open Molecules 2025 dataset. Energies are from the ωB97M-V functional and the def2-TZVPD basis.

Results
Total charge   +3
HOMO energy (alpha / beta)   -0.55875 / -0.55673 Eh
Spin multiplicity   2
Orbital gap (alpha / beta)   7.19 / 3.88 eV

Cartesian coordinates (Å):
Tc (-1.28529, -0.65224, 0.40652)
I (-1.17856, -0.82740, 3.07054)
C (0.67759, -0.32303, 3.90278)
C (0.51586, -0.07077, 5.24508)
C (1.62865, 0.16856, 6.05616)
C (2.86868, 0.12466, 5.49272)
C (3.04578, -0.13242, 4.11044)
C (4.36488, -0.18006, 3.62163)
C (4.61661, -0.43176, 2.30121)
C (3.53713, -0.60932, 1.43976)
C (2.21658, -0.56100, 1.85135)
P (1.13300, -0.69380, 0.36676)
C (1.74815, -2.25206, -0.34301)
C (2.40473, -2.38804, -1.56349)
C (2.87918, -3.63565, -1.96105)
C (2.72432, -4.73956, -1.13889)
C (2.09968, -4.60164, 0.09581)
C (1.61083, -3.36818, 0.49077)
C (1.65837, 0.73403, -0.63478)
C (1.48062, 0.78603, -2.01885)
C (1.79372, 1.93672, -2.72564)
C (2.26933, 3.05689, -2.05901)
C (2.43294, 3.01976, -0.68164)
C (2.13472, 1.86596, 0.02874)
C (1.92939, -0.34773, 3.23330)
H (-0.46877, -0.06214, 5.69056)
H (1.49129, 0.36675, 7.10886)
H (3.75102, 0.28427, 6.09648)
H (5.17564, -0.02076, 4.31922)
H (5.62619, -0.47850, 1.92026)
H (3.75843, -0.77477, 0.39061)
H (2.61301, -1.52908, -2.18081)
H (3.40735, -3.72826, -2.89843)
H (3.12079, -5.69884, -1.43987)
H (2.01855, -5.44979, 0.76156)
H (1.16207, -3.26281, 1.47256)
H (1.10015, -0.06879, -2.56149)
H (1.67752, 1.95672, -3.80053)
H (2.52050, 3.94964, -2.61297)
H (2.80543, 3.88585, -0.15454)
H (2.28072, 1.85124, 1.09966)
O (-2.14187, 1.99956, -1.87544)
C (-1.63592, 2.30394, -0.80843)
N (-1.21400, 1.40076, 0.18947)
C (-0.58813, 2.18962, 1.20093)
O (0.05173, 1.72598, 2.10969)
C (-0.76881, 3.62091, 0.87515)
C (-0.38199, 4.75028, 1.56182)
C (-0.65528, 5.97492, 0.95492)
C (-1.28026, 6.04216, -0.29325)
C (-1.65479, 4.88846, -0.97698)
C (-1.38520, 3.68572, -0.35795)
H (0.10660, 4.68918, 2.52387)
H (-0.37940, 6.89057, 1.45556)
H (-1.47505, 7.00930, -0.73393)
H (-2.13307, 4.93458, -1.94477)
N (-2.56354, -0.96880, -5.02396)
C (-2.92244, -0.04975, -3.86903)
C (-2.76504, -0.68472, -2.48721)
N (-1.42880, -0.52131, -1.89058)
H (-2.76141, -0.50825, -5.92256)
H (-3.11337, -1.83703, -5.00407)
H (-1.56997, -1.22579, -5.03328)
H (-3.96109, 0.23405, -4.02860)
H (-2.30626, 0.84252, -3.96504)
H (-3.04276, -1.73841, -2.49330)
H (-3.47953, -0.17018, -1.84806)
H (-1.15331, 0.44954, -2.08061)
H (-0.74385, -1.15570, -2.29568)
Cl (-6.75376, -0.10430, -0.62334)
C (-6.06866, -0.61844, 0.93000)
Cl (-6.54664, -2.26223, 1.32381)
Cl (-6.48209, 0.50200, 2.20333)
C (-4.60267, -0.61425, 0.76327)
N (-3.46076, -0.61071, 0.63438)
C (-1.42833, -4.69444, -1.09445)
O (-1.20458, -3.24337, -1.29288)
C (-1.33596, -2.48674, -0.27296)
O (-1.69877, -2.69636, 0.87257)
H (-2.48096, -4.89719, -1.27719)
H (-1.14574, -4.96347, -0.08017)
H (-0.79101, -5.18134, -1.82331)



3.
Here is a 4-piece molecular cluster, C16H37ClF2O5P overall at a distorted geometry from the Open Molecules 2025 dataset. Energies are from the ωB97M-V functional and the def2-TZVPD basis.

Results
Total charge   +1
HOMO energy   -0.43970 Eh
Spin multiplicity   1
Orbital gap   9.03 eV

Cartesian coordinates (Å):
C (-1.01184, -0.56579, 2.62671)
O (0.41248, -0.40323, 2.51867)
C (1.04797, -1.35440, 1.72143)
P (2.14766, -2.46397, 2.66522)
F (1.80475, -3.93531, 2.21447)
C (3.87333, -2.28174, 2.17174)
C (4.55575, -0.93313, 2.30939)
O (5.62884, -0.75526, 1.90268)
Cl (3.63003, 0.36244, 3.02360)
C (2.06531, -2.43170, 4.44385)
C (0.69408, -2.76021, 5.07298)
C (-0.02799, -1.55444, 5.64507)
F (-0.07878, -3.42878, 4.11218)
H (-1.34753, 0.13688, 3.38374)
H (-1.49248, -0.34697, 1.67553)
H (-1.27006, -1.57795, 2.94351)
H (1.67557, -0.87936, 0.95751)
H (0.33620, -2.00286, 1.19328)
H (4.45892, -2.97509, 2.78408)
H (3.96248, -2.55171, 1.11592)
H (2.43746, -1.48129, 4.82514)
H (2.79421, -3.19623, 4.73973)
H (0.88590, -3.46182, 5.88795)
H (0.28150, -1.43702, 6.68574)
H (0.23463, -0.63403, 5.12817)
H (-1.10467, -1.70622, 5.63466)
C (4.18546, 0.25117, -2.74044)
C (3.16399, 0.20350, -1.62045)
C (2.90891, 1.57674, -1.01966)
O (3.58329, -0.71772, -0.59385)
H (5.14353, 0.61966, -2.36411)
H (4.34907, -0.74296, -3.15518)
H (3.85585, 0.91191, -3.54157)
H (2.22689, -0.21100, -1.99519)
H (3.83139, 1.98291, -0.59599)
H (2.17164, 1.51974, -0.21441)
H (2.54426, 2.27528, -1.77256)
H (4.42115, -0.38434, -0.24760)
C (-0.47445, 0.66083, -3.15262)
C (-1.40821, 0.59341, -1.96041)
C (-1.66358, 1.96361, -1.36029)
O (-0.84231, -0.28786, -0.97644)
H (0.48390, 1.06327, -2.80963)
H (-0.29976, -0.33293, -3.56596)
H (-0.85638, 1.30578, -3.94376)
H (-2.35682, 0.14244, -2.25253)
H (-0.72201, 2.40556, -1.01548)
H (-2.33172, 1.88902, -0.50281)
H (-2.12003, 2.63667, -2.08409)
H (-0.00232, 0.11535, -0.72540)
C (-5.23612, 2.68888, -4.73518)
C (-5.03224, 1.97440, -3.40861)
C (-6.26491, 1.18485, -2.99787)
O (-4.66510, 2.90359, -2.38653)
H (-6.05891, 3.40388, -4.65454)
H (-4.33966, 3.24234, -5.01521)
H (-5.47391, 1.98458, -5.53287)
H (-4.17966, 1.29653, -3.49082)
H (-7.11646, 1.85783, -2.86859)
H (-6.09542, 0.67468, -2.04944)
H (-6.52937, 0.44184, -3.75078)
H (-5.39373, 3.52575, -2.28208)



4.
Here is C5H10O2 in the gas phase from the Open Molecules 2025 dataset. Energies are from the ωB97M-V functional and the def2-TZVPD basis.

Results
Total charge   0
Structure (SMILES)   COC[C@@H](C)C=O
HOMO energy   -0.36069 Eh
Spin multiplicity   1
Orbital gap   10.73 eV
Energy relative to the best compared isomer or geometry (same formula, charge and spin)   47.9 kcal/mol

Cartesian coordinates (Å):
C (2.42315, -0.10547, 0.05078)
O (1.46786, -1.13385, -0.03842)
C (0.22569, -0.81465, 0.54129)
C (-0.66778, 0.08709, -0.37499)
C (-2.09644, -0.38135, -0.68990)
C (-0.68850, 1.41042, 0.34850)
O (-1.61135, 1.79811, 1.02251)
H (2.07574, 0.84028, -0.39471)
H (3.30765, -0.43732, -0.49675)
H (2.70692, 0.09487, 1.09392)
H (0.39217, -0.31801, 1.51487)
H (-0.27380, -1.76203, 0.75827)
H (-0.10507, 0.18974, -1.31109)
H (-2.74189, 0.49299, -0.82100)
H (-2.13935, -0.96436, -1.61413)
H (-2.54189, -0.97563, 0.11153)
H (0.26688, 1.97916, 0.29934)



5.
Here is C33H41CaN5 as an isolated structure at a distorted geometry from the Open Molecules 2025 dataset. Energies are from the ωB97M-V functional and the def2-TZVPD basis.

Results
Total charge   -2
HOMO energy (alpha / beta)   0.09580 / 0.05573 Eh
Spin multiplicity   1
Orbital gap (alpha / beta)   1.59 / 2.64 eV
Energy relative to the best compared isomer or geometry (same formula, charge and spin)   0.0 kcal/mol

Cartesian coordinates (Å):
Ca (0.15773, -0.31489, 0.77964)
N (0.95792, -2.65284, 2.81960)
N (0.89732, -2.26890, -1.02843)
C (1.41439, 2.08857, 0.21925)
C (2.46289, 1.17106, 0.51518)
C (2.35614, 0.81492, 1.88988)
C (3.17923, -0.18240, 2.62079)
H (4.07666, -0.44738, 2.04653)
H (2.61400, -1.11238, 2.82418)
H (3.50400, 0.22193, 3.59157)
C (1.26638, 1.53406, 2.45077)
C (0.86809, 1.51489, 3.88124)
H (1.44932, 2.24206, 4.47319)
H (1.03545, 0.52573, 4.33323)
H (-0.19308, 1.76761, 4.00551)
C (0.67864, 2.31600, 1.41882)
C (-0.45948, 3.25327, 1.59353)
H (-1.26085, 2.80035, 2.19578)
H (-0.89263, 3.54375, 0.62776)
H (-0.14900, 4.17866, 2.10633)
C (3.53063, 0.73536, -0.42062)
H (4.40870, 1.40214, -0.36513)
H (3.18342, 0.74613, -1.46364)
H (3.87636, -0.28192, -0.19116)
C (1.18485, 2.74781, -1.09333)
H (0.12291, 2.98860, -1.24652)
H (1.49052, 2.09819, -1.92524)
H (1.75360, 3.68944, -1.18356)
C (0.35347, -3.27116, 3.82985)
H (0.80579, -3.12117, 4.81846)
C (-0.80405, -4.04407, 3.66003)
H (-1.25343, -4.49683, 4.54051)
C (-1.33295, -4.22806, 2.37557)
H (-2.25193, -4.80608, 2.23870)
C (-0.65656, -3.70205, 1.28756)
H (-0.98922, -3.84160, 0.25671)
C (0.56662, -2.98217, 1.52652)
C (1.42577, -2.46429, 0.56644)
H (2.51212, -2.38023, 0.64795)
C (0.34473, -1.12224, -1.46175)
C (1.17157, -3.12302, -2.09609)
H (1.57812, -4.08901, -1.90569)
C (0.87761, -2.46552, -3.22625)
H (0.95299, -2.75054, -4.25870)
N (0.40966, -1.20311, -2.81907)
C (0.21931, -0.07342, -3.64140)
C (1.24535, 0.31047, -4.52306)
C (1.05218, 1.46453, -5.28574)
H (1.83070, 1.75826, -5.99468)
C (-0.10280, 2.23878, -5.15330)
C (-0.32479, 3.42992, -6.03173)
H (-0.85951, 4.21655, -5.48926)
H (-0.92715, 3.16801, -6.91249)
H (0.63043, 3.82729, -6.38810)
C (-1.06716, 1.87323, -4.20811)
H (-1.96485, 2.48414, -4.08023)
C (-0.92137, 0.72204, -3.43473)
C (-1.96699, 0.36458, -2.42634)
H (-2.14961, -0.71432, -2.33802)
H (-2.91379, 0.84371, -2.71566)
H (-1.72709, 0.75520, -1.42026)
C (2.54056, -0.42946, -4.59498)
H (2.42588, -1.46012, -4.95112)
H (3.08248, -0.45213, -3.63623)
H (3.18507, 0.09449, -5.31027)
C (-3.27948, -1.72924, 4.95251)
C (-3.09436, -0.95520, 3.71494)
C (-3.95705, -0.19787, 2.92890)
C (-3.20077, 0.29603, 1.85583)
N (-1.92062, -0.14931, 1.96488)
N (-1.89409, -0.88010, 3.11646)
C (-3.67071, 1.15813, 0.75226)
H (-4.32975, -1.66217, 5.25850)
H (-3.02618, -2.79031, 4.81134)
H (-2.65732, -1.33746, 5.77127)
H (-5.00683, -0.02629, 3.11511)
H (-1.05221, -1.34976, 3.44491)
H (-4.18981, 0.56816, -0.02044)
H (-4.38861, 1.89963, 1.13589)
H (-2.84348, 1.70534, 0.27741)



6.
Here is C6H8O3S in the gas phase at a distorted geometry from the Open Molecules 2025 dataset. Energies are from the ωB97M-V functional and the def2-TZVPD basis.

Results
Total charge   0
Structure (SMILES)   OC(O)[C@@H](O)c1cccs1
HOMO energy   -0.32387 Eh
Spin multiplicity   1
Orbital gap   9.33 eV
Energy relative to the best compared isomer or geometry (same formula, charge and spin)   24.6 kcal/mol

Cartesian coordinates (Å):
C (-0.51332, 1.39580, 2.30182)
C (-0.05126, 1.17987, 1.01575)
C (-0.32273, 0.24458, 3.02684)
C (0.40410, -0.12793, 0.76288)
C (0.80873, -0.70646, -0.58300)
C (-0.36578, -0.94964, -1.54606)
O (1.82007, 0.11268, -1.24011)
O (-0.68504, 0.29654, -2.14801)
O (-1.50105, -1.56678, -0.97391)
S (0.25071, -1.08888, 2.11372)
H (-0.94215, 2.28516, 2.84519)
H (-0.17882, 1.99858, 0.24373)
H (-0.56762, 0.26358, 4.11684)
H (1.42901, -1.65743, -0.50338)
H (0.08766, -1.53270, -2.27859)
H (1.46894, 0.93547, -1.23792)
H (-1.65575, 0.36450, -2.34556)
H (-1.15652, -2.25738, -0.30172)